# 1
{
  "formula": "C29H30MoN9O6",
  "method": "ωB97M-V with the def2-TZVPD basis set",
  "symbols": ["Mo", "C", "C", "N", "C", "C", "N", "C", "O", "O", "C", "O", "O", "H", "H", "H", "H", "H", "O", "N", "O", "C", "C", "C", "C", "C", "C", "N", "C", "C", "N", "C", "C", "C", "C", "H", "H", "H", "H", "H", "H", "H", "C", "N", "C", "C", "N", "N", "C", "C", "H", "H", "H", "H", "H", "H", "H", "H", "H", "H", "H", "H", "H", "N", "C", "C", "C", "C", "C", "C", "H", "H", "H", "H", "H"],
  "coordinates": [[-0.108, 0.403, 0.276], [3.665, -1.420, 0.375], [3.372, 0.024, 0.556], [2.184, 0.622, 0.554], [2.428, 1.968, 0.775], [3.765, 2.183, 0.907], [4.329, 0.949, 0.767], [4.681, 3.356, 1.135], [4.142, 4.556, 1.207], [5.850, 3.124, 1.223], [1.279, 2.866, 0.866], [1.312, 4.058, 0.860], [0.104, 2.167, 0.966], [2.775, -1.954, 0.054], [4.018, -1.855, 1.312], [4.449, -1.567, -0.369], [5.333, 0.806, 0.840], [3.175, 4.566, 1.086], [0.145, -6.861, 2.766], [0.674, -6.209, 1.905], [1.239, -6.628, 0.916], [0.450, -4.741, 1.952], [0.347, -4.183, 3.172], [0.206, -2.764, 3.308], [0.117, -2.103, 4.548], [-0.012, -0.736, 4.573], [-0.057, -0.031, 3.370], [0.031, -0.640, 2.190], [0.161, -1.987, 2.153], [0.242, -2.592, 0.861], [0.175, -1.745, -0.208], [0.227, -2.271, -1.430], [0.341, -3.640, -1.649], [0.423, -4.500, -0.582], [0.388, -3.977, 0.730], [0.380, -4.815, 4.051], [0.148, -2.674, 5.468], [-0.084, -0.194, 5.506], [-0.165, 1.047, 3.360], [0.165, -1.583, -2.261], [0.365, -4.013, -2.664], [0.519, -5.564, -0.741], [-2.457, 0.371, -2.628], [-1.592, 1.498, -2.966], [-2.296, 2.633, -3.580], [-0.291, 1.520, -2.714], [0.249, 0.806, -1.652], [0.544, 2.232, -3.467], [0.284, 2.523, -4.886], [1.856, 2.670, -2.985], [-3.071, 0.142, -3.499], [-3.123, 0.629, -1.805], [-1.869, -0.508, -2.377], [-3.198, 2.812, -2.998], [-2.582, 2.417, -4.608], [-1.680, 3.526, -3.543], [1.231, 0.619, -1.843], [-0.509, 1.885, -5.263], [1.196, 2.303, -5.438], [0.026, 3.570, -5.039], [2.634, 1.936, -3.216], [1.828, 2.870, -1.917], [2.111, 3.597, -3.494], [-1.802, 0.415, 0.461], [-3.094, 0.547, 0.873], [-4.023, -0.474, 0.610], [-5.326, -0.301, 1.023], [-5.697, 0.870, 1.686], [-4.771, 1.880, 1.944], [-3.461, 1.730, 1.540], [-3.711, -1.373, 0.094], [-6.061, -1.070, 0.833], [-6.724, 0.997, 2.003], [-5.079, 2.781, 2.456], [-2.722, 2.503, 1.712]],
  "forces_ev_per_a": [[0.033, -0.009, -0.395], [0.011, -0.008, 0.009], [-0.005, -0.023, -0.022], [-0.027, 0.007, -0.086], [-0.083, -0.041, 0.022], [0.016, 0.048, -0.064], [-0.024, -0.010, 0.016], [-0.006, 0.029, -0.007], [0.032, -0.018, -0.003], [0.006, -0.013, 0.006], [0.242, -0.002, 0.213], [-0.080, 0.006, 0.039], [0.052, -0.077, 0.030], [0.006, -0.003, -0.008], [-0.004, -0.001, 0.001], [0.002, 0.006, 0.002], [0.004, 0.010, -0.005], [-0.022, -0.003, 0.014], [0.400, 0.026, 0.327], [-1.193, -0.062, -0.778], [0.492, -0.078, 0.299], [0.341, 0.047, 0.230], [0.014, 0.019, -0.006], [-0.025, -0.013, -0.004], [-0.007, 0.007, 0.007], [0.007, -0.010, 0.007], [-0.008, -0.013, 0.010], [-0.035, 0.092, 0.116], [0.022, -0.002, 0.017], [0.012, 0.010, -0.007], [-0.006, -0.040, 0.162], [0.008, -0.021, -0.008], [-0.001, 0.040, -0.005], [-0.001, 0.017, -0.048], [0.012, -0.041, -0.021], [0.012, -0.004, 0.011], [0.002, -0.001, 0.001], [-0.002, 0.005, -0.002], [-0.004, -0.002, -0.003], [0.029, 0.006, 0.011], [-0.001, 0.000, 0.000], [-0.020, 0.043, -0.012], [-0.023, 0.003, -0.035], [-0.111, -0.024, 0.069], [-0.032, 0.015, 0.041], [0.007, -0.006, -0.086], [-0.006, -0.116, 0.072], [-0.039, 0.020, 0.064], [0.030, -0.033, -0.045], [0.024, -0.037, -0.010], [0.021, -0.030, -0.016], [0.002, 0.000, -0.026], [-0.029, 0.035, 0.022], [-0.005, -0.008, 0.000], [-0.005, 0.011, 0.006], [-0.018, -0.016, 0.010], [0.023, 0.082, -0.004], [0.030, 0.004, -0.001], [0.003, 0.004, 0.005], [0.006, -0.005, 0.000], [-0.015, 0.002, 0.000], [-0.001, 0.007, 0.020], [-0.006, 0.010, 0.017], [-0.060, 0.223, -0.211], [0.004, -0.043, 0.022], [-0.012, -0.019, 0.038], [0.004, -0.021, -0.012], [0.009, 0.006, 0.002], [0.002, 0.001, 0.002], [-0.001, 0.017, -0.025], [0.008, 0.000, 0.000], [-0.002, 0.001, 0.003], [0.000, 0.001, 0.003], [-0.003, -0.001, 0.001], [-0.002, -0.002, 0.007]],
  "lowdin_charge": [1.824, 0.041, -0.292, 0.039, -0.158, -0.028, 0.221, -0.449, 0.195, 0.183, -0.478, 0.186, -0.218, 0.060, 0.110, 0.109, 0.201, 0.098, 0.159, -0.329, 0.108, -0.038, 0.109, -0.092, 0.073, 0.022, -0.055, -0.027, -0.144, -0.151, -0.029, -0.097, 0.022, 0.083, -0.033, 0.155, 0.150, 0.138, 0.128, 0.102, 0.138, 0.132, -0.014, -0.110, 0.002, -0.360, -0.048, -0.111, 0.003, 0.003, 0.117, 0.077, 0.068, 0.111, 0.110, 0.102, 0.073, 0.099, 0.113, 0.112, 0.111, 0.079, 0.116, -0.088, -0.332, -0.010, -0.026, 0.004, -0.022, 0.013, 0.123, 0.129, 0.133, 0.130, 0.123],
  "max_force_ev_per_a": 1.43,
  "e_above_lowest_kj_mol": 0.0,
  "total_charge": 3,
  "e_lumo_ev": -10.67
}

---

# 2
{
  "formula": "C29H30N2O4PSe2Tl",
  "method": "ωB97M-V with the def2-TZVPD basis set",
  "symbols": ["Tl", "C", "Se", "C", "C", "Se", "C", "H", "H", "H", "H", "H", "H", "H", "H", "H", "H", "N", "C", "C", "C", "C", "C", "C", "P", "C", "C", "C", "C", "C", "C", "C", "C", "C", "C", "C", "C", "H", "H", "H", "H", "H", "H", "H", "H", "H", "H", "H", "H", "H", "H", "H", "H", "O", "C", "O", "C", "C", "C", "C", "C", "C", "N", "O", "O", "H", "H", "H", "H"],
  "coordinates": [[-0.159, 1.350, -0.238], [3.661, 1.836, 0.796], [2.667, 1.412, -0.821], [2.623, 3.225, -1.569], [1.786, 4.240, -0.805], [-0.132, 3.949, -1.086], [-0.816, 4.749, 0.557], [4.665, 2.118, 0.492], [3.691, 0.930, 1.390], [3.178, 2.633, 1.355], [2.291, 3.121, -2.603], [3.660, 3.556, -1.600], [1.976, 5.246, -1.175], [1.967, 4.219, 0.268], [-0.488, 4.170, 1.416], [-1.901, 4.742, 0.488], [-0.460, 5.775, 0.580], [-2.771, 1.545, -0.324], [-3.376, 0.238, -0.179], [-4.630, 0.101, 0.397], [-5.222, -1.147, 0.494], [-4.567, -2.276, 0.013], [-3.303, -2.155, -0.529], [-2.692, -0.898, -0.623], [-0.990, -0.836, -1.181], [-0.872, -0.716, -2.959], [0.384, -0.532, -3.546], [0.483, -0.413, -4.922], [-0.664, -0.463, -5.707], [-1.910, -0.638, -5.123], [-2.022, -0.764, -3.745], [-0.151, -2.274, -0.536], [0.602, -3.110, -1.357], [1.217, -4.226, -0.808], [1.076, -4.504, 0.543], [0.318, -3.670, 1.361], [-0.291, -2.549, 0.827], [-3.114, 1.989, -1.173], [-3.045, 2.137, 0.456], [-5.154, 0.980, 0.752], [-6.203, -1.238, 0.940], [-5.034, -3.249, 0.078], [-2.778, -3.039, -0.868], [1.282, -0.506, -2.938], [1.453, -0.290, -5.384], [-0.583, -0.369, -6.782], [-2.798, -0.682, -5.739], [-2.993, -0.917, -3.293], [0.699, -2.909, -2.415], [1.804, -4.879, -1.438], [1.558, -5.375, 0.965], [0.202, -3.896, 2.412], [-0.890, -1.906, 1.464], [-0.575, 2.465, 3.892], [-0.136, 1.727, 3.049], [-0.479, 1.871, 1.773], [0.848, 0.647, 3.406], [1.174, 0.453, 4.749], [2.095, -0.514, 5.121], [2.721, -1.303, 4.162], [2.392, -1.088, 2.838], [1.466, -0.138, 2.453], [3.029, -1.882, 1.777], [3.634, -2.874, 2.092], [2.855, -1.513, 0.620], [0.697, 1.079, 5.491], [2.339, -0.652, 6.165], [3.443, -2.063, 4.429], [1.262, -0.050, 1.400]],
  "forces_ev_per_a": [[0.062, -0.048, -0.040], [-0.041, 0.028, -0.004], [-0.056, 0.167, -0.021], [0.020, 0.005, -0.013], [-0.092, -0.135, 0.012], [-0.029, -0.117, 0.083], [0.072, 0.036, 0.003], [0.002, 0.013, -0.010], [0.019, -0.028, -0.001], [-0.006, -0.026, 0.014], [0.003, -0.013, 0.005], [0.010, -0.007, 0.019], [0.054, 0.001, -0.014], [-0.011, 0.015, -0.010], [-0.011, 0.027, -0.001], [-0.008, 0.009, -0.034], [-0.009, 0.004, 0.004], [-0.072, -0.032, 0.025], [0.057, 0.076, -0.061], [-0.004, 0.026, -0.023], [0.017, -0.042, -0.010], [-0.053, 0.028, 0.031], [0.030, 0.010, -0.004], [0.025, 0.004, 0.040], [-0.071, -0.096, 0.033], [0.018, 0.094, 0.004], [-0.039, 0.026, -0.060], [0.025, -0.010, 0.026], [-0.016, -0.005, 0.002], [0.009, 0.004, -0.007], [0.022, -0.054, -0.020], [-0.010, 0.047, -0.078], [-0.001, -0.008, -0.011], [0.001, 0.008, 0.014], [0.009, 0.007, -0.001], [0.006, 0.021, -0.003], [0.006, -0.034, 0.056], [0.033, -0.020, -0.003], [0.013, -0.011, 0.014], [0.002, -0.005, 0.008], [-0.003, -0.006, -0.003], [-0.008, 0.005, 0.000], [0.013, 0.008, 0.007], [0.008, 0.002, 0.019], [-0.005, 0.006, -0.007], [0.000, -0.002, 0.000], [0.001, -0.001, 0.000], [0.000, 0.019, 0.010], [-0.003, -0.002, 0.008], [-0.002, -0.002, -0.001], [-0.003, -0.001, 0.006], [0.003, -0.008, 0.000], [0.005, -0.003, -0.005], [-0.055, -0.047, -0.016], [0.191, 0.114, -0.020], [-0.099, 0.039, 0.008], [-0.025, -0.023, 0.031], [0.024, 0.018, -0.001], [0.032, -0.016, -0.003], [-0.031, -0.003, 0.028], [0.053, 0.031, 0.043], [-0.018, -0.018, -0.052], [-0.316, -0.252, -0.072], [0.120, 0.054, 0.045], [0.148, 0.153, 0.000], [-0.019, -0.005, 0.003], [-0.005, -0.009, -0.002], [0.010, 0.010, -0.006], [-0.003, -0.025, 0.017]],
  "lowdin_charge": [0.657, -0.293, 0.994, -0.502, -0.481, 1.020, -0.300, 0.054, 0.016, 0.044, 0.075, 0.089, 0.091, 0.075, 0.023, 0.043, 0.053, 0.033, -0.293, 0.000, -0.022, -0.034, -0.059, -0.313, 1.028, -0.369, -0.108, -0.045, -0.035, -0.040, -0.057, -0.367, -0.054, -0.034, -0.036, -0.052, -0.098, 0.116, 0.104, 0.129, 0.126, 0.124, 0.125, 0.093, 0.121, 0.123, 0.122, 0.112, 0.109, 0.123, 0.125, 0.125, 0.122, 0.129, -0.542, -0.231, -0.103, 0.031, -0.012, 0.037, -0.146, -0.013, -0.331, 0.129, 0.019, 0.134, 0.124, 0.133, 0.039],
  "max_force_ev_per_a": 0.41,
  "e_above_lowest_kj_mol": 0.0,
  "total_charge": 2,
  "e_lumo_ev": -6.86
}

---

# 3
{
  "formula": "C29H30N6O6RhS",
  "method": "ωB97M-V with the def2-TZVPD basis set",
  "symbols": ["Rh", "O", "C", "O", "C", "C", "C", "C", "C", "N", "C", "O", "O", "H", "H", "H", "N", "C", "C", "C", "C", "C", "C", "S", "O", "O", "N", "C", "N", "C", "C", "C", "N", "H", "H", "H", "H", "H", "H", "H", "H", "H", "C", "C", "C", "C", "C", "C", "C", "C", "N", "C", "C", "C", "C", "H", "H", "H", "H", "H", "H", "H", "H", "H", "H", "H", "H", "H", "H", "H", "H", "H", "H"],
  "coordinates": [[-0.031, 0.006, -0.005], [-1.972, 0.270, -3.546], [-1.186, 0.242, -2.622], [-1.338, 0.789, -1.445], [0.205, -0.353, -2.756], [1.062, 0.029, -3.752], [2.451, 0.226, -3.401], [2.904, -0.632, -2.315], [1.997, -1.106, -1.438], [0.665, -0.863, -1.609], [2.310, -1.639, -0.060], [3.203, -2.434, 0.125], [1.526, -1.110, 0.846], [0.653, 0.463, -4.656], [3.135, 0.215, -4.243], [3.959, -0.769, -2.113], [3.947, 3.869, -5.706], [3.770, 3.216, -4.473], [4.872, 3.105, -3.598], [4.681, 2.699, -2.285], [3.449, 2.236, -1.873], [2.412, 1.982, -2.840], [2.550, 2.757, -4.062], [3.247, 2.188, -0.103], [4.121, 1.155, 0.392], [3.535, 3.549, 0.268], [1.706, 1.779, 0.116], [1.073, 2.120, 1.270], [-0.128, 1.491, 1.413], [-0.962, 1.886, 2.363], [-0.601, 2.858, 3.269], [0.704, 3.320, 3.160], [1.538, 2.966, 2.198], [4.887, 3.832, -6.063], [3.271, 3.618, -6.409], [5.844, 3.462, -3.918], [5.481, 2.811, -1.563], [1.438, 2.086, -2.375], [1.685, 2.843, -4.713], [-1.916, 1.376, 2.409], [-1.274, 3.188, 4.045], [1.106, 4.006, 3.901], [1.190, -1.262, 5.045], [-0.174, -1.150, 4.410], [-1.309, -0.947, 5.195], [-2.553, -0.789, 4.608], [-3.780, -0.563, 5.456], [-2.669, -0.859, 3.222], [-1.551, -1.100, 2.395], [-0.301, -1.218, 3.035], [-1.607, -1.162, 1.007], [-2.876, -1.487, 0.298], [-3.722, -0.220, 0.081], [-3.717, -2.547, 1.038], [-2.489, -2.095, -1.057], [1.188, -1.992, 5.858], [1.498, -0.301, 5.465], [1.938, -1.558, 4.311], [-1.215, -0.896, 6.277], [-3.519, -0.118, 6.418], [-4.296, -1.506, 5.656], [-4.491, 0.097, 4.954], [-3.635, -0.672, 2.782], [0.574, -1.372, 2.423], [-3.978, 0.246, 1.035], [-4.652, -0.478, -0.438], [-3.179, 0.499, -0.525], [-4.461, -2.116, 1.704], [-3.081, -3.218, 1.619], [-4.251, -3.145, 0.295], [-1.545, -1.697, -1.403], [-3.249, -1.884, -1.813], [-2.368, -3.177, -0.968]],
  "forces_ev_per_a": [[-0.844, -0.209, 1.438], [-0.023, 0.167, -0.061], [-0.055, 0.108, 0.265], [0.177, -0.062, -0.145], [-0.042, 0.322, 0.436], [0.686, 0.245, -0.172], [-0.711, -4.116, -0.839], [0.066, 0.349, -0.654], [-0.659, -0.011, 0.343], [0.552, -0.300, -0.593], [-0.324, 0.276, 0.407], [0.103, -0.011, 0.071], [0.155, -0.057, -0.553], [-0.010, 0.007, 0.047], [0.200, 0.825, 0.155], [-0.023, 0.081, 0.032], [-0.163, -0.016, 0.121], [0.752, 0.109, -0.173], [-0.317, -0.013, 0.065], [0.239, -0.040, -0.211], [-0.670, -0.160, -0.668], [0.709, 4.457, 1.214], [-0.398, -1.035, 0.455], [0.065, -0.326, 0.167], [0.072, 0.034, -0.091], [0.061, 0.022, 0.023], [-0.546, -0.012, 0.092], [-0.026, 0.053, -0.023], [0.121, -0.054, -0.265], [-0.165, -0.189, -0.004], [0.094, 0.095, -0.046], [0.067, -0.032, 0.053], [0.011, 0.029, -0.104], [0.012, 0.003, -0.002], [0.016, -0.022, -0.027], [0.003, -0.009, -0.006], [-0.004, -0.030, -0.013], [-0.137, -0.714, -0.125], [0.030, -0.049, -0.005], [0.033, -0.004, -0.008], [0.015, -0.022, 0.012], [0.003, 0.001, -0.022], [-0.054, 0.024, -0.031], [-0.022, 0.098, -0.186], [0.005, 0.061, 0.283], [0.046, -0.123, -0.045], [0.009, -0.023, -0.065], [0.076, 0.033, -0.049], [-0.047, 0.323, -0.336], [-0.111, -0.139, 0.223], [0.935, -0.004, -0.593], [0.442, 0.671, -0.001], [-0.184, -0.167, -0.074], [0.058, -0.093, -0.021], [-0.126, -0.141, 0.028], [0.008, 0.001, 0.000], [-0.001, -0.013, 0.012], [-0.016, -0.009, 0.007], [0.003, 0.010, -0.016], [0.004, 0.004, -0.006], [-0.004, 0.005, 0.001], [0.004, -0.001, 0.012], [-0.027, -0.032, 0.044], [-0.063, -0.091, 0.171], [-0.030, -0.010, -0.029], [-0.013, 0.046, 0.051], [-0.051, -0.008, 0.006], [0.021, -0.021, 0.024], [0.012, -0.011, -0.039], [-0.021, 0.044, 0.014], [-0.016, -0.074, -0.005], [-0.007, -0.067, 0.025], [0.045, 0.020, 0.009]],
  "lowdin_charge": [1.266, 0.068, -0.608, -0.146, -0.185, 0.006, -0.132, 0.022, -0.171, -0.005, -0.568, 0.081, -0.145, 0.124, 0.137, 0.138, 0.084, -0.326, 0.001, -0.057, -0.238, -0.160, -0.001, 0.594, -0.287, -0.296, -0.097, -0.437, 0.003, -0.093, -0.046, -0.125, 0.142, 0.079, 0.082, 0.109, 0.122, 0.131, 0.125, 0.109, 0.097, 0.107, -0.050, -0.271, -0.048, -0.287, -0.063, -0.045, -0.314, -0.010, 0.000, -0.587, -0.048, -0.057, -0.047, 0.072, 0.076, 0.078, 0.106, 0.067, 0.075, 0.070, 0.080, 0.073, 0.061, 0.083, 0.054, 0.063, 0.090, 0.076, 0.027, 0.091, 0.083],
  "max_force_ev_per_a": 4.67,
  "e_above_lowest_kj_mol": 385.5,
  "total_charge": -1,
  "e_lumo_ev": [0.46, 0.54]
}